*i*
A single C19H24N4O molecule. Source: OMol25; level of theory: ωB97M-V with the def2-TZVPD basis set.

Computed properties:
Orbital gap   8.589 eV
E_HOMO   -8.009 eV
LUMO level   0.58 eV

The geometry in XYZ format:
```
48
C19H24N4O, DFT ωB97M-V with the def2-TZVPD basis set
C -4.865 -0.485 2.293
C -5.219 -0.604 0.839
C -6.553 -0.559 0.454
C -6.924 -0.670 -0.874
C -5.952 -0.832 -1.845
C -4.621 -0.882 -1.473
C -4.240 -0.774 -0.142
C -2.773 -0.802 0.191
C -2.178 0.608 0.080
N -0.758 0.617 0.341
C 0.162 0.854 -0.620
O -0.132 1.122 -1.766
C 1.603 0.815 -0.123
C 1.976 2.202 0.421
C 3.456 2.249 0.793
C 4.311 1.834 -0.406
N 3.921 0.515 -0.857
C 4.624 -0.569 -0.441
C 4.226 -1.909 -0.657
N 4.971 -2.925 -0.294
C 6.139 -2.670 0.293
C 6.540 -1.366 0.519
N 5.797 -0.330 0.167
C 2.546 0.463 -1.283
H -4.400 -1.403 2.652
H -5.758 -0.304 2.886
H -4.171 0.336 2.463
H -7.316 -0.432 1.210
H -7.967 -0.630 -1.148
H -6.228 -0.919 -2.885
H -3.858 -1.009 -2.228
H -2.607 -1.190 1.197
H -2.250 -1.451 -0.515
H -2.310 0.987 -0.936
H -2.681 1.287 0.777
H -0.455 0.353 1.266
H 1.711 0.068 0.671
H 1.769 2.944 -0.354
H 1.359 2.443 1.289
H 3.730 3.256 1.111
H 3.653 1.564 1.620
H 5.366 1.802 -0.138
H 4.162 2.535 -1.232
H 3.289 -2.171 -1.128
H 6.733 -3.525 0.579
H 7.478 -1.126 1.003
H 2.297 -0.516 -1.689
H 2.399 1.198 -2.081
```


*ii*
A single C19H24N4O molecule. Source: OMol25; level of theory: ωB97M-V with the def2-TZVPD basis set.

Computed properties:
Orbital gap   7.635 eV
E_HOMO   -7.606 eV
LUMO level   0.03 eV

The geometry in XYZ format:
```
48
C19H24N4O, DFT ωB97M-V with the def2-TZVPD basis set
C -3.570 -4.686 0.585
C -2.513 -3.605 0.764
C -2.084 -3.019 -0.584
N -1.093 -1.995 -0.423
N 0.220 -2.290 -0.320
C 0.878 -1.172 -0.103
N 2.255 -1.268 0.017
C 3.185 -0.295 0.247
O 2.904 0.874 0.382
C 4.591 -0.867 0.343
C 5.708 0.102 -0.077
C 5.460 0.632 -1.487
C 5.860 1.251 0.916
C -0.020 -0.060 -0.042
C 0.012 1.304 0.145
C -1.211 1.993 0.117
C -1.270 3.394 0.302
C -2.466 4.046 0.271
C -3.660 3.333 0.053
C -3.664 1.978 -0.131
C -4.923 1.207 -0.366
C -2.428 1.271 -0.103
N -2.464 -0.059 -0.285
C -1.303 -0.670 -0.251
H -3.865 -5.092 1.549
H -3.185 -5.499 -0.028
H -4.453 -4.277 0.099
H -2.907 -2.799 1.387
H -1.635 -4.021 1.263
H -1.660 -3.802 -1.217
H -2.942 -2.562 -1.083
H 2.566 -2.226 -0.076
H 4.654 -1.769 -0.270
H 4.746 -1.159 1.386
H 6.642 -0.474 -0.084
H 6.295 1.249 -1.811
H 5.345 -0.188 -2.194
H 4.558 1.238 -1.507
H 4.939 1.823 0.967
H 6.091 0.871 1.910
H 6.666 1.912 0.605
H 0.939 1.832 0.307
H -0.346 3.928 0.467
H -2.511 5.116 0.412
H -4.594 3.876 0.033
H -5.025 0.427 0.386
H -4.879 0.715 -1.336
H -5.791 1.859 -0.332
```


Which structure is the least stable? The one labeled *i*.


*i*
8 unconnected molecules or ions with the total composition C26H52O14. Source: OMol25; level of theory: ωB97M-V with the def2-TZVPD basis set.

Computed properties:
Orbital gap   9.226 eV
E_HOMO   -8.743 eV
LUMO level   0.48 eV

The geometry in XYZ format:
```
92
C26H52O14, DFT ωB97M-V with the def2-TZVPD basis set
O -3.923 -21.423 15.226
C -3.514 -20.949 16.279
C -3.542 -19.526 16.775
C -2.691 -19.567 18.058
C -2.726 -21.019 18.449
O -2.969 -21.807 17.211
H -3.162 -18.828 16.036
H -4.604 -19.306 16.948
H -1.673 -19.260 17.801
H -3.001 -18.868 18.834
H -1.793 -21.401 18.883
H -3.517 -21.209 19.181
O -1.034 -17.789 15.063
C 0.095 -17.375 15.399
C 1.237 -16.998 14.563
C 2.420 -17.010 15.521
C 1.704 -16.693 16.846
O 0.360 -17.208 16.705
H 1.366 -17.637 13.697
H 0.960 -16.003 14.180
H 2.800 -18.044 15.559
H 3.251 -16.378 15.208
H 2.111 -17.225 17.708
H 1.721 -15.628 17.079
O -3.367 -20.346 9.910
C -4.047 -20.904 9.021
C -3.689 -20.983 7.623
C -4.670 -22.020 7.058
C -5.791 -21.872 8.093
O -5.199 -21.369 9.338
H -3.806 -19.981 7.216
H -2.642 -21.255 7.550
H -4.964 -21.852 6.029
H -4.227 -23.011 7.134
H -6.627 -21.237 7.824
H -6.217 -22.841 8.366
O 2.005 -14.672 12.416
C 1.305 -14.964 11.455
C 1.484 -14.580 10.017
C 0.154 -14.987 9.330
C -0.396 -16.000 10.344
O 0.165 -15.715 11.634
H 1.796 -13.545 9.954
H 2.343 -15.186 9.710
H -0.501 -14.119 9.318
H 0.206 -15.410 8.328
H -1.482 -15.937 10.416
H -0.140 -17.029 10.067
C -3.770 -14.361 6.000
O -3.651 -15.714 6.369
C -3.179 -15.878 7.633
C -2.623 -17.234 7.805
O -1.487 -17.373 7.001
C -0.656 -18.471 7.166
H -2.782 -13.883 5.935
H -4.386 -13.768 6.699
H -4.256 -14.348 5.027
H -4.025 -15.789 8.372
H -2.462 -15.104 7.986
H -3.354 -18.023 7.605
H -2.337 -17.260 8.867
H -1.253 -19.375 7.357
H 0.062 -18.325 7.990
H -0.091 -18.615 6.252
C -0.078 -21.048 12.085
O 0.417 -21.145 13.420
C -0.563 -21.525 14.375
C -0.798 -23.017 14.491
O 0.219 -23.734 15.112
C 1.248 -24.109 14.238
H -1.059 -20.541 12.048
H -0.176 -22.044 11.635
H 0.642 -20.491 11.482
H -1.531 -21.019 14.184
H -0.214 -21.178 15.360
H -1.079 -23.482 13.529
H -1.672 -23.111 15.151
H 0.840 -24.714 13.413
H 1.951 -24.705 14.831
H 1.770 -23.257 13.791
C -2.765 -18.062 12.481
O -3.611 -18.048 11.311
H -2.948 -17.139 13.022
H -2.930 -18.918 13.139
H -1.710 -18.035 12.194
H -3.688 -18.949 10.978
C -5.076 -15.085 12.008
O -5.082 -15.721 10.721
H -5.129 -15.766 12.863
H -4.165 -14.464 12.104
H -5.930 -14.400 12.024
H -4.728 -16.608 10.831
```


*ii*
4 unconnected molecules or ions with the total composition C26H52O14. Source: OMol25; level of theory: ωB97M-V with the def2-TZVPD basis set.

Computed properties:
Orbital gap   9.595 eV
E_HOMO   -9.154 eV
LUMO level   0.44 eV

The geometry in XYZ format:
```
92
C26H52O14, DFT ωB97M-V with the def2-TZVPD basis set
C 3.411 -2.221 1.734
C 3.094 -1.701 0.701
C 2.634 -1.095 -0.547
C 3.189 -1.753 -1.813
C 3.227 -3.274 -1.805
O 2.110 -3.859 -1.127
C 1.178 -4.437 -1.892
O 1.347 -4.989 -2.937
O -0.034 -4.409 -1.295
C -0.312 -3.347 -0.409
C -0.517 -2.067 -1.178
O 0.084 -1.766 -2.175
O -1.436 -1.287 -0.590
H 3.639 -2.677 2.668
H 2.982 -0.059 -0.541
H 1.547 -1.045 -0.556
H 2.614 -1.410 -2.673
H 4.211 -1.408 -1.972
H 4.116 -3.603 -1.267
H 3.320 -3.662 -2.817
H 0.455 -3.203 0.353
H -1.236 -3.593 0.110
H -1.466 -0.440 -1.062
C -8.083 1.817 -0.536
O -7.782 0.963 -1.616
C -7.043 1.559 -2.664
C -5.954 0.648 -3.183
O -4.871 0.437 -2.296
C -5.075 -0.322 -1.119
C -5.291 -1.803 -1.328
O -6.530 -2.086 -1.948
C -6.470 -3.022 -3.002
H -8.976 2.419 -0.736
H -8.273 1.192 0.336
H -7.246 2.486 -0.306
H -6.596 2.504 -2.334
H -7.724 1.776 -3.498
H -5.510 1.153 -4.045
H -6.373 -0.295 -3.541
H -5.858 0.110 -0.493
H -4.137 -0.221 -0.564
H -5.278 -2.282 -0.339
H -4.460 -2.212 -1.914
H -5.574 -2.881 -3.615
H -7.346 -2.864 -3.631
H -6.489 -4.050 -2.626
C 5.753 3.663 -0.329
O 6.303 2.754 -1.254
C 7.237 3.313 -2.160
C 8.437 2.417 -2.369
O 9.314 2.308 -1.265
C 8.886 1.627 -0.101
C 8.743 0.128 -0.240
O 7.667 -0.227 -1.086
C 7.947 -1.236 -2.029
H 4.908 4.213 -0.758
H 5.395 3.087 0.525
H 6.501 4.379 0.026
H 7.575 4.295 -1.812
H 6.746 3.446 -3.134
H 9.040 2.883 -3.152
H 8.128 1.437 -2.740
H 7.975 2.065 0.311
H 9.683 1.798 0.628
H 8.553 -0.281 0.762
H 9.684 -0.297 -0.606
H 8.954 -1.141 -2.447
H 7.227 -1.130 -2.841
H 7.836 -2.231 -1.585
C -5.579 1.470 5.619
O -4.413 1.934 4.978
C -3.283 2.073 5.818
C -2.017 1.577 5.157
O -1.934 0.175 4.982
C -2.784 -0.461 4.047
C -2.472 -0.185 2.594
O -2.750 1.155 2.227
C -1.748 1.791 1.471
H -6.123 2.287 6.105
H -6.221 1.031 4.856
H -5.351 0.701 6.364
H -3.433 1.537 6.762
H -3.143 3.138 6.048
H -1.196 1.817 5.837
H -1.831 2.113 4.224
H -3.837 -0.267 4.262
H -2.616 -1.530 4.203
H -3.101 -0.845 1.982
H -1.424 -0.437 2.393
H -0.745 1.518 1.816
H -1.875 2.866 1.594
H -1.837 1.554 0.404
```


Which structure is the least stable? The one labeled *ii*.


*i*
2 unconnected molecules or ions with the total composition CH3O3PS. Source: OMol25; level of theory: ωB97M-V with the def2-TZVPD basis set.

Computed properties:
Orbital gap (alpha / beta)   7.819 / 8.417 eV
E_HOMO (alpha / beta)   -9.081 / -8.888 eV
LUMO level (alpha / beta)   -1.26 / -0.47 eV

The geometry in XYZ format:
```
9
CH3O3PS, DFT ωB97M-V with the def2-TZVPD basis set
C 1.770 -0.024 0.106
O -0.892 2.136 -0.621
O -1.876 0.024 0.214
O -1.422 -2.293 0.424
P -1.843 1.635 0.342
S -1.206 -1.251 -0.517
H 1.835 0.649 -0.801
H 2.192 0.127 1.050
H 1.441 -1.004 -0.199
```


*ii*
A single CH3O3PS molecule. Source: OMol25; level of theory: ωB97M-V with the def2-TZVPD basis set.

Computed properties:
Orbital gap (alpha / beta)   8.105 / 8.104 eV
E_HOMO (alpha / beta)   -9.226 / -9.226 eV
LUMO level (alpha / beta)   -1.12 / -1.12 eV

The geometry in XYZ format:
```
9
CH3O3PS, DFT ωB97M-V with the def2-TZVPD basis set
C -1.318 0.408 -0.038
O 1.584 1.491 -0.284
O -0.410 -0.148 -0.994
O -0.630 0.219 1.187
P 2.237 -1.330 0.138
S 0.933 0.225 -0.083
H -1.484 1.563 -0.368
H -2.188 -0.207 -0.176
H 1.276 -2.221 0.618
```


Which structure is the least stable? The one labeled *ii*.


*i*
2 unconnected molecules or ions with the total composition C2H4NOP. Source: OMol25; level of theory: ωB97M-V with the def2-TZVPD basis set.

Computed properties:
Orbital gap (alpha / beta)   7.384 / 8.958 eV
E_HOMO (alpha / beta)   -8.172 / -9.974 eV
LUMO level (alpha / beta)   -0.79 / -1.02 eV

The geometry in XYZ format:
```
9
C2H4NOP, DFT ωB97M-V with the def2-TZVPD basis set
C 0.536 -0.952 0.208
C 0.683 0.444 0.239
N -0.664 -1.396 0.011
O -1.552 -0.397 -0.150
P -0.940 1.164 0.032
H 1.333 -1.666 0.328
H 1.619 0.972 0.249
H 0.249 0.609 -2.350
H -1.263 1.221 1.434
```


*ii*
A single C2H4NOP molecule. Source: OMol25; level of theory: ωB97M-V with the def2-TZVPD basis set.

Computed properties:
Orbital gap   10.173 eV
E_HOMO   -9.774 eV
LUMO level   0.40 eV

The geometry in XYZ format:
```
9
C2H4NOP, DFT ωB97M-V with the def2-TZVPD basis set
N -2.624 -0.582 0.136
C -1.797 0.130 -0.225
C -0.463 0.640 -0.441
P 0.687 -0.954 -0.358
O 2.098 -0.266 0.097
H -0.361 1.066 -1.517
H -0.049 1.342 0.394
H 0.287 -1.229 0.859
H 2.222 -0.148 1.055
```


Which structure is the least stable? The one labeled *i*.